Entry from the OMol25 dataset: the molecule C3H7BO3 at a distorted geometry (wB97M-V/def2-TZVPD).

Positions of all 14 atoms, in Å:
1 O -1.17429 2.81874 -1.01253
2 O 0.81915 1.80833 -1.82372
3 O -0.11140 -1.32181 1.34517
4 C 0.17393 -0.66601 0.20247
5 C -0.20947 0.91902 0.32699
6 C 0.19488 -2.67635 1.45720
7 B -0.17304 1.87978 -0.83291
8 H 1.28966 -2.72051 1.36863
9 H -0.23780 -3.00774 2.35226
10 H -0.41594 1.37701 1.23888
11 H -0.07293 -3.16402 0.59802
12 H 0.34556 -0.98946 -0.83034
13 H 0.76447 2.45761 -2.61146
14 H -1.19279 3.28541 -1.77865

E   -369.0573 a.u.
2S+1   1
HOMO-LUMO gap   0.3095 Ha
Relative energy (zero: lowest compared OMol25 entry of this formula, charge and spin)   330.2 kJ/mol

Per-atom natural (NBO) charges, elementary charge units:
1 O -0.89
2 O -0.91
3 O -0.49
4 C 0.19
5 C -0.63
6 C -0.24
7 B 1.04
8 H 0.17
9 H 0.20
10 H 0.21
11 H 0.17
12 H 0.20
13 H 0.48
14 H 0.47